1.
The following is a DFT calculation (wB97M-V/def2-TZVPD) of a 9-piece molecular cluster, C48H108F6N12O8P overall.

The geometry in ORCA input format:
```
! wB97M-V def2-TZVPD RIJCOSX def2/J DEFGRID3
* xyz 7 1
H 5.16094 5.63488 3.57113
P 0.02084 0.91464 0.42878
H -7.86928 -5.60455 -0.39129
H 3.48983 7.47970 2.04051
H -1.60081 -1.65424 1.83560
H 3.81504 1.98817 1.05520
N 0.01772 -6.48468 -3.83543
H 2.14912 -4.64453 -4.15896
H -6.18892 4.86861 4.85134
H -4.08956 -0.70621 1.01091
C -2.11945 0.40571 -2.61849
H 3.24415 -0.10753 1.42258
C 7.53466 8.43063 1.53552
C -6.18333 4.93614 0.66644
H 4.18198 -0.55296 -0.70673
C 3.80961 -1.38814 -0.11351
H -0.22430 3.02201 -7.08097
O -5.22814 4.79937 1.68117
N 3.51085 3.57445 -2.63292
H -1.09739 -9.55957 -2.76686
F -1.53258 0.45908 0.48445
H 7.19968 9.46759 1.56035
H -5.71679 -2.72715 -1.50054
N -5.73756 -1.99814 0.62893
H 5.49147 8.55162 2.97584
C -0.85552 -2.20269 5.00059
H -0.66701 -2.68664 -2.11236
H -4.74543 2.72952 1.76070
O 0.68783 -3.84952 -3.17951
H 1.02912 -2.43705 -1.63473
H 2.00813 -10.42029 -3.11924
H -1.93229 2.88213 -7.05791
C 1.49855 -10.11195 -2.20636
H 3.63880 5.26393 -1.44636
H 5.28926 -5.83934 0.40463
N 1.57789 4.69393 -2.16898
F 0.35323 -0.23569 -0.66359
H 2.30720 -9.88320 -1.51220
N -0.94369 1.61428 -5.83499
H -3.17388 3.99182 6.55806
C 4.82559 6.66859 3.48694
O 4.70274 -5.32914 -1.49403
H -2.92387 1.80213 -4.94939
H 0.23484 3.34156 -3.13065
F -0.26677 2.07062 1.51671
C -6.94281 -5.16906 -0.76560
H 5.25520 2.56124 1.86964
C 0.25872 1.15068 -5.35436
C -5.94227 5.33844 5.80346
H 1.96712 -0.71525 3.20953
C 3.18155 4.19894 2.45441
H -5.96418 4.47717 -0.29763
H -0.03639 -9.24629 -4.11447
C -2.90416 -4.68324 1.93447
N -1.35829 0.74016 -3.78142
C 1.25884 -6.30268 -2.97064
C 0.30470 -3.16671 -1.99655
C -1.93402 1.38001 -4.85759
H 1.93738 -6.94138 -3.53611
H 0.36170 -6.76794 -4.74182
H 1.98139 5.78457 1.60668
O 2.90427 -2.04507 1.92790
H 5.55476 3.70138 -1.99207
H -1.14852 1.77099 -9.26695
H -0.08814 0.64886 -8.34091
H -1.38272 -7.11166 -2.38817
N -1.33544 -3.38415 3.14088
C 2.96371 4.62583 -1.99725
H -3.26086 -3.76306 1.47173
H -1.59707 0.55222 4.80530
H -3.13359 -5.48364 1.23102
C -0.05896 6.54614 -2.09364
O 3.94718 4.14783 1.19453
H 4.47808 6.43779 1.46421
H -0.49752 -5.63204 -4.00164
H 1.96569 5.79986 3.29815
H 0.05113 -3.85643 -1.19151
O -4.55869 5.20443 5.99318
H -7.04216 4.41222 1.08599
H -0.65551 6.12028 -2.90041
H 1.05642 -6.56663 -1.93263
H -3.87966 5.14811 3.63096
C 2.40645 -1.71210 3.24660
H 4.75136 -1.01420 1.75583
H 4.76749 -7.43139 -1.34912
N -6.58761 -3.99554 0.09733
H -4.85579 2.92683 4.41290
C -1.00777 -7.55174 -3.31221
H 1.16194 1.38540 -5.89795
C 5.06870 -6.59148 -1.97515
H -1.55512 0.57444 3.06689
H -6.33811 6.01401 0.61805
H 7.83051 8.18809 0.51486
H -4.74970 3.14606 6.61657
N -3.33523 4.29743 3.62562
H -1.80211 -0.53902 -2.17704
C -5.95818 -2.86763 -0.45728
H 8.43973 8.33481 2.13532
H 1.30687 5.74536 -0.46546
C -0.32493 -8.88106 -3.12885
H -6.44281 4.91958 6.67646
C -5.75259 -6.21158 -0.83289
H -4.02238 3.49838 0.38396
H 1.52840 -2.30478 3.50324
H 2.39324 3.45365 2.56031
H -5.82323 0.04206 1.01993
C 4.52322 2.81539 1.10301
H -0.77860 -5.22483 2.68571
H -2.36587 4.61145 1.74657
O 0.75453 -8.94507 -2.22797
C 1.26223 3.57231 -2.89060
H 0.53638 0.10857 -3.30512
H 5.72081 -2.13089 -0.30487
F 0.31797 -0.24821 1.48882
C -1.06146 0.15453 3.94329
H -1.93010 -7.69841 -3.87424
H 5.26979 3.12305 -3.57888
C -6.10561 -2.63393 1.76635
H -0.65930 7.27006 -1.54261
H 3.57874 -3.95148 0.41876
H 4.15663 6.90875 4.31332
N 3.87353 6.57207 2.26208
H -0.01726 0.45171 4.04047
H -0.74619 -4.21533 1.32040
H 0.84892 -10.87668 -1.78060
C -4.33662 3.67792 1.41213
C 5.42423 -5.03852 -0.32239
N -1.13290 -1.28246 3.93468
H 0.60316 7.16865 -2.69546
H -5.53398 -6.66832 0.13236
H -1.12837 -4.44877 4.94980
H -4.97253 -0.36041 -0.42662
H 3.74077 4.01373 3.37150
C -3.83937 3.23215 4.66143
C -1.12059 -3.47436 4.48412
C -1.41474 -2.10222 2.80053
H -2.43756 2.97143 2.31572
F 1.62826 1.26880 0.38870
C 0.66325 5.45725 -1.29662
C 3.74580 -1.07162 1.33911
C 4.65368 -3.84174 0.27535
C -3.02857 3.88130 2.21111
C -1.02411 2.28241 -7.11817
H 6.51461 7.78530 4.08950
H -6.22317 6.37722 5.62988
C -4.13480 3.85495 6.06208
H -3.33047 2.26849 4.63917
C 4.85519 3.09854 -2.57111
H -0.50958 -1.93999 5.98939
C 2.63261 5.59658 2.46030
O 6.60644 7.41846 1.91303
C 5.99353 7.59998 3.15023
F -0.44656 2.06634 -0.64786
H 2.72308 2.24931 -4.07933
H 4.96234 2.82993 0.10549
H 4.60125 -6.61027 -2.95965
C 2.46958 3.04302 -3.39219
C -0.96607 1.29381 -8.30408
H -2.43587 4.56123 4.00200
H -4.86505 -5.90173 -1.38458
H -3.18650 0.26705 -2.79248
H -0.05273 4.72085 -0.93167
C -6.61971 -3.85485 1.44206
H -6.04896 -2.11491 2.71176
H -7.28142 -4.74827 -1.71237
H 2.78929 -1.60908 -0.42692
H 4.72988 -2.65453 -1.54130
H 3.18577 -1.69880 4.00856
H 2.54055 -4.53292 -2.48538
H -3.38930 -4.75826 2.90767
C -1.37485 -4.46950 2.17379
H 4.97084 2.08328 -2.19166
H -7.10200 -4.61862 2.03405
H -1.79719 0.60282 -8.16306
H 6.15123 -6.68910 -2.05696
N 4.81600 -2.50976 -0.54544
H -6.01566 -6.95530 -1.58508
C -0.02087 0.49277 -4.14670
C 1.74029 -4.82594 -3.16496
C -5.10290 -0.66665 0.61132
H -2.01676 1.25296 -1.94046
H 5.03301 -3.42162 1.20686
H 6.44781 -4.71607 -0.51323
*
```

The value obtained for the total energy is -4090.40655 hartree. The value obtained for the max |F| is 0.10122 hartree/bohr.

These are the Löwdin partial charges, in e, on atoms 1 to 2:
1. H 0.123
2. P 0.208

---

2.
The following is a DFT calculation (wB97M-V/def2-TZVPD) of a 4-piece molecular cluster, C48H108FP3 overall.

The geometry in ORCA input format:
```
! wB97M-V def2-TZVPD RIJCOSX def2/J DEFGRID3
* xyz 2 1
H -0.30448 2.69077 -6.17023
P -2.33991 0.71919 5.35621
H -4.68457 -8.54599 -3.22821
H -1.49345 -1.22425 4.11449
H 0.10804 4.31527 3.53786
H 8.13189 0.40583 0.19818
C 7.88452 1.50720 -1.85024
C -4.47867 -7.51504 -2.94038
P -3.27024 -2.62447 -4.89879
C 6.53074 3.05336 2.56074
C -3.52156 -6.63402 -3.78295
H -7.85448 -4.27455 -7.81953
H -6.45851 1.75363 -4.02680
H 0.43011 -0.58546 4.53044
H 6.89187 3.64592 1.72016
H 0.10624 0.51033 -5.93762
H -3.57072 -6.80360 -4.85855
H -1.19931 -2.31640 -5.92972
H -7.22157 -5.09669 -9.21453
C -3.82458 -5.16154 -3.50299
C 5.62081 6.12578 -2.00922
H 1.58415 -1.81735 6.08987
C 5.05272 2.35184 -0.66384
C -1.98158 -0.25813 -5.88547
C -3.82208 -2.94488 -6.54522
H -0.70510 0.88358 -4.43341
H -4.07405 0.19052 9.32372
H -1.88893 -3.78355 -3.47559
C -5.18673 -0.64918 -4.24496
H 4.24163 -0.43303 0.05413
H -0.44800 1.94009 5.38750
C -5.38808 1.90624 -3.88901
C -6.78620 0.56672 3.17973
C 5.56725 3.92227 3.44685
H -5.44579 -7.03324 -3.08409
H 8.65467 0.91988 -4.47749
H 6.60090 4.02210 -0.75613
H -4.12072 -1.94361 -6.85565
H -2.01965 2.74535 -5.98059
H -4.70538 -0.42115 -5.19596
H 6.49814 0.96286 2.47303
C -2.13286 1.19775 9.48234
H -1.13068 5.89070 2.04683
C -1.55578 -0.98673 5.17648
C -6.27350 -0.22838 4.35988
H 8.09083 2.21942 0.24808
C -2.67070 -4.19167 -4.11619
H 7.87394 2.57294 -2.07868
H -6.74059 -1.19876 4.52797
H -2.45894 -6.80896 -3.61460
H -1.25442 -0.18241 8.17023
H 9.91857 1.50937 -1.81342
H 6.07522 4.88506 3.39108
H 5.60207 -3.21990 -0.37423
C -6.96724 -4.77788 -8.20370
H -5.10139 -4.31381 -8.78352
H -3.74244 -4.98814 -2.43001
H -5.23410 2.73003 -3.19204
C 5.86500 -1.22075 -1.13098
C -3.18363 0.16597 9.95195
H 4.59493 3.84831 2.95980
H -2.94674 -0.89658 10.00658
C 5.52047 3.93104 -0.64441
C -0.06167 -0.87207 5.46003
H -1.31558 1.06518 10.19128
C -1.74500 3.31713 4.36983
H 5.23137 6.92880 -1.38345
H -6.48883 0.32528 5.27377
H 5.06123 1.97209 -1.68552
H 5.25348 4.05756 -2.69722
H 7.04222 1.06379 -2.38129
H 5.23882 4.41375 0.29141
C 9.53886 0.96378 -3.84157
C 5.00661 4.69646 -1.84930
H -2.42194 2.24178 9.60290
C -0.92762 4.12311 3.25754
H -2.12435 -0.25025 -6.96605
H -4.37943 -7.43900 -1.85757
H -1.99120 -4.62034 -4.85281
H 6.34290 3.79818 5.55645
C -1.60940 5.41673 2.90374
H -2.02920 -1.76381 5.77657
H 3.91673 4.70363 -1.83456
H -0.85130 -3.49903 5.84401
H -3.74917 0.63558 -3.21283
F -0.38296 -0.43417 -0.24638
H -3.53890 0.34356 10.96700
H 6.93498 -1.18653 -1.33608
H 5.47493 -0.82563 1.12690
C -1.61841 0.84014 8.07014
H -5.92029 -2.87887 -8.40491
H -1.63373 3.81186 5.33469
C -3.95297 0.86488 4.35063
H -1.73511 6.19516 3.65629
H -6.30894 0.38972 2.21589
C 5.51943 3.50050 4.90732
H -0.91782 3.52564 2.34592
H -4.54089 1.66396 4.80222
C 7.77351 1.31874 -0.27747
H 0.30940 -2.22789 7.19024
H 0.23204 -0.12493 6.19732
H -6.84489 -5.65335 -7.56600
C 0.52618 -2.07609 6.13284
C -1.76168 -1.63440 -5.29197
C -4.83119 0.59756 -3.33887
C 9.21187 0.92395 -2.40160
H -2.98618 2.13084 6.93302
H -4.62512 -0.99171 5.28267
C -0.85469 0.79574 -5.50952
H -6.24246 -0.81755 -4.45752
H -5.27069 0.39053 -2.36313
H -4.74572 -4.88550 -4.01624
H 4.11207 -2.58092 -1.18593
C 5.19973 -2.64795 -1.21035
H -2.81260 3.29991 4.15066
H 4.85242 1.54096 2.45032
C -1.20585 2.08980 -6.29057
C -1.24683 1.97309 4.64664
H 4.73481 -4.36668 -2.47501
H -0.76244 1.65183 3.72454
H -2.84984 0.14588 -5.36488
H -4.39844 -1.15034 3.62196
H 0.25500 -3.23438 4.35227
H 4.59639 3.86587 5.35742
H -5.26666 -2.66501 -3.58245
H 4.90942 -2.77790 -3.24996
H 7.44609 2.92196 3.13778
H 5.43932 -0.57087 -1.89553
H -4.00600 -1.75083 -2.77609
C 5.32987 -0.45745 0.11127
C -5.11617 -3.94453 -6.70164
H -7.87422 0.51199 3.14359
H 6.70142 6.14032 -2.15125
H -1.34632 1.82828 -7.33937
C 5.25891 -3.41179 -2.43500
H -0.80645 1.47496 7.71542
H 10.28744 0.19353 -4.02716
H 4.05762 2.30911 -0.22107
H 5.39840 2.41779 4.94194
H -6.46705 1.60323 3.28879
H 6.32257 -3.64673 -2.47414
H -5.88070 -3.58881 -6.01095
H -4.81223 -4.96730 -6.47879
H 9.28117 -0.12220 -2.10348
H -1.24683 -1.55433 -4.33456
C -4.75526 -0.42973 4.35783
H -4.93159 2.08629 -4.86230
C -5.79290 -3.90119 -8.04890
C -2.71811 1.08814 7.10340
H -3.56587 0.40900 7.19373
H 0.68524 -4.39091 5.59245
P 6.05165 1.29621 0.34154
H 9.96508 1.94282 -4.06047
C 0.14935 -3.45872 5.41369
C -4.52535 -1.87886 -3.72582
H -3.66301 1.01814 3.31115
H -2.62676 5.11667 2.65267
H -3.03142 -3.38796 -7.15073
C 5.85113 1.73672 2.06000
H 5.35922 6.37914 -3.03658
*
```

The value obtained for the total energy is -3016.91702 hartree. The value obtained for the max |F| is 0.06875 hartree/bohr.

These are the Löwdin partial charges, in e, on atoms 1 to 2:
1. H 0.068
2. P 1.080

---

Short version: HOMO = -21.08; -9.70 eV, in the order given.
Short version: energy relative to the best compared isomer or geometry (same formula, charge and spin) = 674.1; 853.0 kJ/mol, in the order given.
Short version: LUMO energy = -12.8644; -3.2289 eV, in the order given.